# 1
Molecular formula: C5H9N2S
Method: DFT, ωB97M-V with the def2-TZVPD basis set

Last column: Löwdin charge in e.
Element x y z (Å)
C 1.0106 1.4899 0.7552  0.074
C -1.3589 -1.3663 0.0135  -0.146
C -2.0517 -0.2630 0.8511  -0.359
C 2.8934 0.2060 -0.3063  0.043
C -0.5477 0.7658 -0.7821  -0.549
N 2.0548 0.9250 0.3296  -0.052
N -0.4087 -0.5555 -0.8294  -0.045
S -1.9290 1.3580 -0.0405  0.989
H 0.8668 2.2832 1.5479  0.116
H -0.8380 -2.1373 0.7546  0.172
H -1.9030 -1.9352 -0.6365  0.082
H -3.0293 -0.6513 1.0054  0.076
H -1.5716 -0.0354 1.8420  0.099
H 3.3479 0.4711 -1.2175  0.077
H 3.2163 -0.7722 -0.0558  0.082
H 0.1114 1.2437 -1.6582  0.174
H 0.1366 -1.0265 -1.5731  0.168

Atoms 1-2, force components in eV/Å:
2.1 -1.0 -1.0
3.7 1.5 2.8

E_HOMO	-12.42	eV
energy relative to the best compared isomer or geometry (same formula, charge and spin)	89.6	kcal/mol
E_LUMO	-3.9	eV
total charge	+1
orbital gap	8.50	eV

***

# 2
Molecular formula: C17H24CoN2O12
Method: DFT, ωB97M-V with the def2-TZVPD basis set

Last column: Löwdin charge in e.
Element x y z (Å)
Co -0.3136 -0.8713 0.9157  0.776
C 2.6324 2.7118 3.6001  -0.035
C 3.9219 3.0543 3.1047  -0.413
C 4.3805 2.4176 1.7543  -0.395
O 5.4625 2.7752 1.2621  -0.047
C 3.5042 1.4969 1.1178  -0.030
C 2.2433 1.1872 1.6267  -0.338
C 1.7634 1.8463 2.9166  -0.403
O 0.6168 1.6558 3.3780  -0.023
O 1.6043 0.2396 1.0428  -0.117
O 4.6971 3.9018 3.5889  -0.074
H 2.3613 3.0268 4.5983  0.085
H 3.7658 1.0242 0.1792  0.084
C -2.2032 -0.9247 2.6024  -0.905
O -2.3173 -1.0727 1.3413  -0.160
O -2.9126 -0.1948 3.4005  -0.143
O -0.9615 -0.9063 2.9741  -0.145
C -0.6867 -4.5845 -2.5043  -0.068
C 0.1757 -4.2067 -1.3330  -0.216
O -0.4050 -4.4814 -0.0635  0.063
C -0.0065 -3.8755 1.0323  -0.576
O 0.5082 -2.7744 1.0511  0.082
O -0.1672 -4.6399 2.0802  0.035
C 0.5647 -4.2516 3.2499  -0.010
H -1.0466 -5.6136 -2.4392  0.075
H -0.2070 -4.4836 -3.4768  0.076
H -1.5910 -3.9709 -2.5275  0.072
H 0.5349 -3.1802 -1.3831  0.107
H 1.0933 -4.8036 -1.3573  0.128
H 1.6096 -4.1268 2.9745  0.102
H 0.4273 -4.9250 4.0924  0.088
H 0.1341 -3.3066 3.5949  0.098
C -0.9144 -0.8362 -2.2420  -0.294
O -0.4283 -1.0103 -1.1429  -0.001
N -0.3872 -0.1049 -3.2240  -0.155
C -1.1879 0.1808 -4.4170  -0.061
C 0.8917 0.5617 -3.0805  -0.025
H -1.8528 -1.3276 -2.5369  0.147
H -2.2211 -0.1660 -4.3906  0.082
H -0.7703 -0.3081 -5.2999  0.081
H -1.2789 1.2475 -4.6231  0.083
H 1.7776 0.0481 -3.4685  0.091
H 0.9860 1.4012 -3.7779  0.082
H 1.0633 0.9239 -2.0684  0.104
C -1.3747 2.4601 0.8245  -0.257
O -1.0723 1.3324 0.5246  0.031
N -2.0075 3.3357 0.0093  -0.176
C -2.3242 4.7131 0.2780  -0.077
C -2.3669 2.9186 -1.3352  -0.064
H -1.2166 2.8825 1.8290  0.155
H -1.9224 5.3549 -0.5135  0.077
H -1.9457 5.0871 1.2266  0.092
H -3.3991 4.8980 0.1789  0.078
H -1.8866 1.9600 -1.5448  0.066
H -3.4518 2.8679 -1.4213  0.090
H -1.8930 3.4363 -2.1783  0.081

Atoms 1-2, force components in eV/Å:
-0.4 2.0 2.6
1.9 -0.1 -0.5

multiplicity	4
E_HOMO (spin up / spin down)	-0.19 / -0.19	eV
energy relative to the best compared isomer or geometry (same formula, charge and spin)	31.8	kcal/mol
E_LUMO (spin up / spin down)	3.5 / 3.5	eV
total charge	-2
orbital gap (spin up / spin down)	3.66 / 3.65	eV

***

# 3
Molecular formula: C26H20Br2N11O3PdSe
Method: DFT, ωB97M-V with the def2-TZVPD basis set

Last column: Löwdin charge in e.
Element x y z (Å)
Pd -0.8642 -0.4128 -0.3472  1.017
N -2.8298 -1.7330 -3.0052  0.156
C -3.3873 -0.6340 -2.4310  -0.415
N -4.5810 -0.1175 -2.7445  0.069
N -4.7668 0.8704 -1.8929  -0.059
N -3.7464 0.9844 -1.1161  -0.173
N -2.8364 0.0622 -1.4214  -0.014
C -1.8676 -2.4852 -2.3897  -0.448
N -1.2883 -3.5528 -2.9209  0.035
N -0.4536 -3.9886 -1.9872  -0.078
N -0.5210 -3.2553 -0.9335  -0.077
N -1.4246 -2.2980 -1.1219  -0.071
H -3.1908 -2.0701 -3.8837  0.149
Br -2.1694 3.2001 3.2016  0.735
C -0.6729 2.0355 3.2500  -0.593
C 0.2685 2.2099 4.2542  -0.192
C 1.3598 1.3799 4.3234  -0.628
Br 2.6282 1.6750 5.7197  0.717
C 1.5400 0.3185 3.4164  -0.191
C 2.6154 -0.5921 3.4376  -0.036
C 2.6460 -1.6249 2.5400  -0.037
C 1.6065 -1.7481 1.6066  -0.109
N 0.6138 -0.8922 1.5369  0.087
C 0.5532 0.1328 2.4095  -0.141
C -0.5806 1.0244 2.2814  -0.434
O -1.4415 0.8653 1.3572  -0.365
H 0.1320 3.0025 4.9771  0.089
H 3.4061 -0.4629 4.1621  0.072
H 3.4446 -2.3510 2.5532  0.103
H 1.5862 -2.5748 0.9073  0.097
Se -4.0297 0.8478 1.3416  1.208
C -5.8820 1.2293 1.5127  -0.568
C -6.3150 1.9822 2.6061  -0.108
C -7.6691 2.2029 2.7596  -0.154
N -8.5869 1.7486 1.9184  0.056
C -8.1695 1.0367 0.8824  -0.146
C -6.8429 0.7395 0.6315  -0.098
H -5.5964 2.3772 3.3103  0.088
H -8.0465 2.7763 3.5974  0.105
H -8.9499 0.6826 0.2202  0.107
H -6.5524 0.1625 -0.2326  0.083
C 7.1330 -0.5224 -2.0523  -0.063
C 5.6439 -0.3405 -2.0119  -0.282
C 4.7817 -1.4241 -2.0298  -0.018
C 3.4016 -1.2651 -1.9769  -0.193
C 2.5156 -2.4693 -2.0295  -0.054
C 2.8772 0.0288 -1.8677  -0.052
C 3.7291 1.1364 -1.9137  -0.207
C 3.1821 2.5297 -1.9211  -0.040
C 5.0972 0.9345 -1.9901  -0.022
C 1.4221 0.1907 -1.5346  -0.637
O 0.5526 -0.4652 -2.1597  -0.070
O 1.1123 0.9247 -0.5636  -0.059
H 7.4241 -1.4907 -1.6511  0.070
H 7.6291 0.2560 -1.4762  0.071
H 7.4930 -0.4524 -3.0795  0.077
H 5.1958 -2.4217 -2.0745  0.108
H 3.0795 -3.3876 -1.8727  0.078
H 2.0133 -2.5264 -2.9972  0.089
H 1.7222 -2.4158 -1.2856  0.025
H 2.5651 2.7048 -1.0432  0.073
H 2.5485 2.6694 -2.7953  0.089
H 3.9865 3.2616 -1.9531  0.069
H 5.7567 1.7913 -2.0073  0.108

Atoms 1-2, force components in eV/Å:
-1.8 -2.7 -0.3
-0.3 0.3 -0.3

E_HOMO (spin up / spin down)	-5.14 / -5.12	eV
energy relative to the best compared isomer or geometry (same formula, charge and spin)	38.7	kcal/mol
E_LUMO (spin up / spin down)	-0.8 / -0.9	eV
total charge	-1
orbital gap (spin up / spin down)	4.32 / 4.24	eV

***

# 4
Molecular formula: C13H17BF2O4Yb
Method: DFT, ωB97M-V with the def2-TZVPD basis set

Last column: Löwdin charge in e.
Element x y z (Å)
C 4.4563 -1.7165 1.0069  -0.057
C 4.5617 -0.3116 0.3751  -0.211
C 3.3326 0.0875 -0.4838  -0.256
C 2.7863 1.5143 -0.3008  -0.222
C 1.2604 1.6606 -0.3773  -0.156
C 0.5143 0.7463 0.6260  -0.096
C -0.6164 -0.0128 -0.0198  -0.065
C -0.4703 -1.1715 -0.6366  -0.132
F 0.7360 -1.7541 -0.7195  0.088
C -1.5831 -1.9169 -1.3184  -0.229
O -1.3802 -2.9355 -1.9067  0.204
C -2.9352 -1.3085 -1.0912  -0.144
F -3.9138 -2.0503 -1.5673  0.170
C -3.1605 -0.1381 -0.4920  0.095
B -4.6524 0.4234 -0.2650  -0.586
O -5.0168 1.6430 -0.7240  0.235
O -5.5449 -0.3884 0.3630  0.044
C -5.7544 -0.2737 1.7747  -0.031
C -1.9818 0.6329 -0.0332  -0.283
O -2.0712 1.7609 0.3960  0.144
H 5.2166 -2.3956 0.6143  0.086
H 4.5949 -1.6611 2.0896  0.092
H 3.4797 -2.1739 0.8243  0.078
H 5.4877 -0.2536 -0.2168  0.105
H 4.6756 0.4595 1.1439  0.116
H 3.6389 -0.0581 -1.5430  -0.016
H 2.5189 -0.6370 -0.3852  0.095
H 3.1821 1.9203 0.6358  0.141
H 3.2150 2.2210 -1.0575  0.060
H 0.9918 2.7057 -0.1890  0.135
H 0.9117 1.4413 -1.4006  0.118
H 0.0982 1.3632 1.4263  0.135
H 1.2042 0.0327 1.0930  0.127
H -4.3233 2.1799 -1.1192  0.112
H -4.7981 -0.3220 2.3124  0.093
H -6.2631 0.6631 2.0235  0.102
H -6.3729 -1.1183 2.0801  0.099
Yb 3.9754 1.1423 -2.9383  1.811

Atoms 1-2, force components in eV/Å:
0.0 0.0 0.0
0.0 0.1 0.0

E_HOMO	-14.09	eV
energy relative to the best compared isomer or geometry (same formula, charge and spin)	0.0	kcal/mol
E_LUMO	-10.3	eV
total charge	+2
orbital gap	3.77	eV

***

# 5
Molecular formula: C4H9N
Method: DFT, ωB97M-V with the def2-TZVPD basis set

Last column: Löwdin charge in e.
Element x y z (Å)
C 0.2435 1.1540 0.3368  -0.179
C -0.7804 0.6184 -0.6570  -0.183
C -0.5228 -0.9270 -0.7689  -0.212
N 0.8261 -1.0811 -0.1882  -0.080
C 0.9002 -0.1607 0.9122  -0.245
H 1.0021 1.8969 0.0899  0.099
H -0.3545 1.6826 1.0736  0.091
H -0.8208 1.0575 -1.6548  0.098
H -1.8110 0.6359 -0.2930  0.095
H -0.5003 -1.2331 -1.8049  0.097
H -1.3093 -1.4436 -0.2003  0.105
H 0.8982 -2.0387 0.1526  0.103
H 1.8865 0.2368 1.1712  0.102
H 0.3425 -0.3979 1.8306  0.108

Atoms 1-2, force components in eV/Å:
-0.8 -0.5 0.9
-0.6 -1.2 -1.0

structure (SMILES)	C1CCNC1
E_HOMO	-9.02	eV
energy relative to the best compared isomer or geometry (same formula, charge and spin)	12.3	kcal/mol
E_LUMO	1.2	eV
total charge	0
orbital gap	10.19	eV

***

# 6
Molecular formula: C6H9NO
Method: DFT, ωB97M-V with the def2-TZVPD basis set

Last column: Löwdin charge in e.
Element x y z (Å)
C -1.3185 1.9861 0.2113  -0.100
C -2.5378 1.4279 0.4295  -0.204
N -2.4643 0.1009 0.1191  -0.051
C -1.1810 -0.1839 -0.3646  -0.118
C -0.4212 0.9906 -0.3072  -0.327
C 0.9419 1.1760 -0.6891  -0.278
C 1.8346 0.1754 -1.0248  -0.151
H -1.0056 2.9922 0.4295  0.080
H -3.4471 1.8826 0.7812  0.080
H -3.2354 -0.4958 -0.1204  0.114
H -0.9164 -1.1539 -0.7357  0.069
H 1.2700 2.2087 -0.7329  0.059
H 2.8101 0.3880 -1.4624  -0.030
H 1.6208 -0.8918 -1.0049  -0.026
H 3.1061 -4.1868 1.3451  0.005
H 2.6193 -2.7481 1.5710  0.009
O 2.3247 -3.6682 1.5552  -0.133

Atoms 1-2, force components in eV/Å:
0.4 0.2 0.0
-0.2 0.3 0.0

multiplicity	2
E_HOMO (spin up / spin down)	0.85 / -2.72	eV
energy relative to the best compared isomer or geometry (same formula, charge and spin)	10.0	kcal/mol
E_LUMO (spin up / spin down)	3.9 / 3.8	eV
total charge	-1
orbital gap (spin up / spin down)	3.08 / 6.48	eV

***

# 7
Molecular formula: C30H27N4O4PdS2
Method: DFT, ωB97M-V with the def2-TZVPD basis set

Last column: Löwdin charge in e.
Element x y z (Å)
Pd 0.2024 -0.2052 -1.8338  0.926
C 2.9660 1.9834 -4.3437  -0.060
C 3.2073 1.0826 -5.4064  -0.070
C 2.5992 -0.1474 -5.3821  -0.024
C 1.8097 -0.5340 -4.2900  -0.195
N 1.6644 0.3362 -3.2256  0.021
C 2.1789 1.5638 -3.2992  -0.116
C 1.1007 -1.7674 -4.1338  -0.188
C 1.2109 -2.8901 -4.9780  -0.049
C 0.3863 -3.9789 -4.7998  -0.121
C -0.5076 -4.0311 -3.7383  -0.096
C -0.5576 -2.9740 -2.8251  -0.094
C 0.1873 -1.8425 -3.0492  -0.131
H 3.4190 2.9635 -4.3416  0.097
H 3.8501 1.3700 -6.2261  0.098
H 2.7272 -0.8354 -6.2044  0.100
H 1.9638 2.2174 -2.4581  0.106
H 1.9397 -2.8912 -5.7771  0.095
H 0.4455 -4.8135 -5.4895  0.091
H -1.1612 -4.8843 -3.6259  0.092
H -1.2072 -3.0375 -1.9561  0.100
N -3.4731 0.6720 4.4787  0.095
C -2.7144 1.1861 3.4368  -0.336
C -1.4053 1.6088 3.6656  -0.032
C -0.6696 2.1832 2.6505  -0.055
C -1.2312 2.3340 1.3992  -0.272
C -2.5318 1.9359 1.1578  -0.059
C -3.2773 1.3695 2.1724  -0.028
S -0.2537 3.0725 0.0948  0.580
O 1.0952 3.2042 0.5818  -0.325
O -0.9210 4.3000 -0.3007  -0.403
N -0.2682 2.0053 -1.1185  -0.179
C -1.2855 2.0273 -1.9607  -0.740
S -2.4545 3.3376 -2.1056  1.027
C -3.2803 2.3912 -3.3216  -0.414
C -2.6253 1.2346 -3.5499  -0.267
N -1.5101 1.0406 -2.8004  -0.027
H -2.9434 0.2664 5.2355  0.081
H -4.2763 0.1292 4.1990  0.083
H -0.9766 1.4690 4.6451  0.107
H 0.3418 2.5225 2.7991  0.111
H -2.9565 2.0724 0.1765  0.081
H -4.3013 1.0662 1.9950  0.109
H -4.1778 2.7549 -3.7790  0.038
H -2.9075 0.4560 -4.2362  0.096
C 1.6529 -0.9614 6.2551  -0.063
C 1.2852 -0.9392 4.7973  -0.288
C 2.0956 -0.3006 3.8727  -0.019
C 1.8060 -0.3052 2.5150  -0.201
C 2.7195 0.4007 1.5636  -0.033
C 0.6474 -0.9519 2.0768  -0.058
C -0.2116 -1.5533 2.9982  -0.210
C -1.4881 -2.1812 2.5288  -0.039
C 0.1227 -1.5506 4.3455  -0.033
C 0.3562 -0.9916 0.6010  -0.650
O -0.7859 -0.6888 0.1735  -0.071
O 1.2943 -1.3466 -0.1526  -0.059
H 2.7026 -0.7060 6.3911  0.069
H 1.4725 -1.9487 6.6797  0.072
H 1.0566 -0.2391 6.8155  0.072
H 2.9817 0.2211 4.2104  0.108
H 3.4850 0.9528 2.1074  0.075
H 2.1598 1.1028 0.9401  0.063
H 3.2052 -0.3129 0.8995  0.081
H -2.0774 -1.4368 1.9978  0.066
H -2.0684 -2.5739 3.3619  0.068
H -1.2932 -2.9916 1.8273  0.088
H -0.5398 -2.0219 5.0624  0.108

Atoms 1-2, force components in eV/Å:
-0.3 -0.9 -1.7
0.6 -0.6 -1.1

E_HOMO (spin up / spin down)	-3.78 / -3.74	eV
energy relative to the best compared isomer or geometry (same formula, charge and spin)	0.0	kcal/mol
E_LUMO (spin up / spin down)	2.6 / 2.5	eV
total charge	-1
orbital gap (spin up / spin down)	6.33 / 6.28	eV

***

# 8
Molecular formula: C12H8Cl3GeIrN2O2S3
Method: DFT, ωB97M-V with the def2-TZVPD basis set

Last column: Löwdin charge in e.
Element x y z (Å)
Ir 0.2935 0.2550 -1.4888  0.637
S 1.0707 -1.5845 -0.4719  0.552
C 1.5381 -1.0139 1.1229  -0.680
C 1.8588 -1.9435 2.1139  -0.156
C 2.2338 -1.5333 3.3826  -0.142
C 2.2956 -0.1691 3.6661  -0.135
C 1.9901 0.7533 2.6804  -0.139
C 1.6089 0.3481 1.3939  -0.697
S 1.2326 1.5661 0.1929  0.520
H 1.8037 -3.0000 1.8708  0.087
H 2.4767 -2.2670 4.1425  0.079
H 2.5858 0.1747 4.6525  0.083
H 2.0448 1.8163 2.8864  0.095
O -1.3856 0.2868 -0.2889  -0.350
N -2.2762 -0.6854 -0.4288  -0.204
C -3.1200 -0.8878 0.6051  -0.017
C -4.1135 -1.8219 0.5381  -0.079
C -4.2360 -2.5804 -0.6343  -0.095
C -3.3636 -2.3656 -1.6655  -0.099
C -2.3427 -1.3932 -1.5807  -0.687
S -1.2238 -1.1009 -2.8262  0.598
H -2.9365 -0.2375 1.4467  0.140
H -4.7739 -1.9568 1.3817  0.095
H -5.0124 -3.3293 -0.7257  0.097
H -3.4231 -2.9283 -2.5863  0.098
O 2.5089 0.9736 -5.1082  0.015
C 1.9741 0.8960 -4.0436  -0.530
N 1.4550 0.8284 -2.9831  -0.133
Cl 3.6987 5.6971 -0.3549  -0.286
Ge 2.1139 4.8415 -1.8271  -0.078
Cl 2.9482 5.9264 -3.7137  -0.289
Cl 0.4755 6.4352 -1.3489  -0.299

Atoms 1-2, force components in eV/Å:
-1.6 0.4 -0.2
0.0 -0.2 0.0

E_HOMO	-1.69	eV
energy relative to the best compared isomer or geometry (same formula, charge and spin)	39.2	kcal/mol
E_LUMO	3.9	eV
total charge	-2
orbital gap	5.62	eV